one) The following is a DFT calculation (the ωB97M-V functional and the def2-TZVPD basis) of 11 unconnected molecules or ions with the total composition C54H100F18O27.

Last column: Mulliken charge in e.
Element x y z (Å)
C  -6.13728  0.34626  -4.39177  -1.208
C  -5.38697  -0.72245  -3.56932  0.227
O  -6.06255  -0.92052  -2.42535  -0.286
C  -5.38977  -1.40594  -1.25720  0.101
O  -4.36175  -2.02914  -1.26005  -0.322
C  -6.14979  -1.22048  0.07220  0.862
F  -6.61735  0.04571  0.14519  -0.180
F  -7.15048  -2.07023  -0.03072  -0.255
F  -5.43081  -1.44865  1.14128  -0.178
H  -5.80407  0.52985  -5.41322  0.390
H  -6.31366  1.22548  -3.77212  0.198
H  -7.13828  -0.00234  -4.64591  0.343
H  -4.31733  -0.59389  -3.40365  -0.036
H  -5.38583  -1.68490  -4.08098  0.336
C  -8.59512  3.68478  0.48741  -1.319
C  -7.26131  2.85321  0.30321  0.027
O  -6.27559  3.72829  -0.11014  -0.201
C  -5.07530  3.31758  -0.61523  0.088
O  -4.70364  2.13060  -0.85206  -0.329
C  -4.08303  4.54620  -0.72686  0.962
F  -4.80435  5.63150  -1.05917  -0.278
F  -3.49658  4.67399  0.49139  -0.193
F  -3.19860  4.40184  -1.66279  -0.205
H  -9.29144  3.08280  1.07124  0.390
H  -9.03007  3.88001  -0.49280  0.322
H  -8.50799  4.62605  1.03010  0.332
H  -7.49743  2.13154  -0.47881  0.154
H  -7.03856  2.22800  1.16784  0.285
C  -3.32136  -5.83449  7.67707  -1.226
C  -4.02807  -5.02259  6.52172  -0.193
O  -3.09207  -4.77954  5.49716  -0.189
C  -3.51564  -4.08888  4.41447  0.181
O  -4.64939  -3.65921  4.24470  -0.556
C  -2.44503  -3.81081  3.38142  1.103
F  -1.20260  -4.06729  3.79180  -0.299
F  -2.65309  -4.52931  2.28047  -0.245
F  -2.46352  -2.52044  3.11251  -0.212
H  -2.39789  -5.42215  8.08362  0.312
H  -3.14772  -6.84460  7.30609  0.330
H  -3.95423  -6.00713  8.54756  0.388
H  -4.24678  -4.07983  7.02319  0.272
H  -4.94871  -5.44667  6.12088  0.345
C  -0.73179  7.67724  -0.94385  -1.324
C  -0.57988  7.44407  0.53439  0.508
O  -0.97130  8.61984  1.31138  -0.363
C  -0.07706  9.61022  1.56907  0.434
O  1.14786  9.45570  1.38379  -0.557
C  -0.72068  10.83878  2.20847  0.808
F  -0.65675  10.75812  3.57322  -0.239
F  -0.14707  11.90752  1.77234  -0.224
F  -2.01674  10.86144  1.84540  -0.249
H  0.06595  8.23178  -1.43802  0.377
H  -1.64932  8.13755  -1.31041  0.348
H  -0.62550  6.71610  -1.44685  0.269
H  0.45189  7.28776  0.84923  0.055
H  -1.09250  6.53037  0.83516  0.138
C  6.00940  1.01953  -1.55690  -1.047
C  5.94322  0.98332  -0.07215  0.113
O  5.26695  -0.21558  0.49208  -0.348
C  3.97496  -0.13402  0.59305  0.228
O  3.25536  0.76009  0.13016  -0.200
C  3.34344  -1.28358  1.39004  0.730
F  4.01357  -2.40391  1.41791  -0.288
F  3.10038  -0.90883  2.60024  -0.213
F  2.19541  -1.67044  0.81456  -0.206
H  5.00387  1.22342  -1.92490  0.196
H  6.49570  0.17140  -2.03887  0.234
H  6.56287  1.86336  -1.96886  0.454
H  5.39111  1.89880  0.14039  -0.090
H  6.94067  1.06199  0.36029  0.497
C  -1.14631  -1.44844  0.16986  -0.650
C  -1.78682  -0.18665  -0.50680  0.080
O  -0.99477  0.91914  -0.91503  -0.002
C  -1.08717  2.14917  -0.31529  0.377
O  -1.69800  2.34878  0.73198  -0.558
C  -0.18231  3.24215  -1.00880  0.453
F  1.05738  3.18436  -0.48052  -0.022
F  -0.11572  3.04956  -2.34283  -0.195
F  -0.57690  4.49735  -0.59347  -0.154
H  -1.02159  -1.22414  1.22921  0.270
H  -0.19540  -1.78201  -0.24558  0.083
H  -1.72478  -2.35983  0.01872  0.014
H  -2.60118  0.02578  0.18586  0.306
H  -2.36593  -0.54238  -1.35897  0.065
C  3.13144  5.70263  8.95485  -0.846
O  3.13124  6.17960  7.62043  -0.145
C  4.29883  6.89224  7.33361  -0.677
C  4.12416  7.75189  6.04597  -0.729
O  3.80919  6.90249  4.93085  -0.151
C  3.75417  7.64130  3.71147  -0.541
C  3.83338  6.64100  2.51024  -0.811
O  3.25652  5.35678  2.59215  0.105
C  3.61619  4.44814  1.55474  -1.088
H  3.06947  6.66244  9.46771  0.383
H  4.03687  5.14560  9.19573  0.281
H  2.23916  5.12221  9.18951  0.214
H  5.13289  6.21633  7.14494  0.275
H  4.50156  7.48676  8.22443  0.509
H  5.16527  8.05356  5.93125  0.453
H  3.48034  8.62766  6.12742  0.326
H  4.55754  8.35905  3.54550  0.476
H  2.80732  8.17780  3.65013  0.213
H  4.85536  6.41501  2.20595  0.413
H  3.46798  7.16229  1.62546  0.394
H  3.21459  4.82755  0.61513  0.469
H  3.18245  3.45498  1.67134  0.126
H  4.69680  4.46870  1.41345  0.405
C  -2.23562  -5.08869  -1.08984  -0.415
O  -2.26802  -6.53687  -1.03546  -0.383
C  -2.47632  -7.09454  0.27701  -0.233
C  -2.60388  -8.59592  0.18082  -0.818
O  -1.46164  -9.38273  -0.16564  -0.321
C  -0.94060  -9.14884  -1.42750  -0.159
C  0.18779  -10.05078  -1.75227  -0.590
O  1.39468  -9.77137  -1.10312  -0.307
C  2.30477  -10.82057  -1.27706  -0.821
H  -1.76871  -4.76316  -0.16026  0.203
H  -3.26869  -4.74950  -1.16611  0.304
H  -1.68782  -4.75732  -1.97200  0.008
H  -3.41674  -6.67025  0.62870  0.436
H  -1.61304  -6.76973  0.85781  0.331
H  -3.44727  -8.83808  -0.46584  0.365
H  -2.81701  -8.79730  1.23064  0.317
H  -0.49958  -8.19689  -1.72314  0.194
H  -1.73107  -9.32299  -2.15752  0.285
H  0.30671  -9.99724  -2.83444  0.353
H  -0.22192  -11.02999  -1.50447  0.314
H  2.20311  -11.68796  -1.92930  0.368
H  2.27559  -11.49880  -0.42427  0.295
H  3.25615  -10.28890  -1.29468  0.260
C  -3.48911  -4.26428  -6.80681  -0.333
O  -2.60841  -5.32799  -7.22741  -0.378
C  -1.33419  -4.92438  -7.95421  -0.651
C  -0.19414  -4.81623  -6.91662  -0.484
O  -0.34068  -3.63929  -6.17098  -0.104
C  0.33454  -3.54270  -4.95934  -0.966
C  -0.50684  -2.81246  -3.95305  -0.248
O  -0.64209  -1.38813  -4.14036  0.054
C  -1.30205  -0.98367  -5.34079  -0.704
H  -4.39440  -4.64034  -6.33023  0.282
H  -3.65628  -3.65639  -7.69598  0.362
H  -2.98901  -3.55540  -6.14690  -0.166
H  -1.47671  -4.03453  -8.56737  0.316
H  -1.19184  -5.72930  -8.67529  0.376
H  0.78457  -4.71555  -7.38574  0.311
H  -0.21245  -5.78337  -6.41421  0.371
H  1.20864  -2.90735  -5.10209  0.167
H  0.65081  -4.48287  -4.50749  0.554
H  -0.12754  -2.91809  -2.93665  0.380
H  -1.47624  -3.30672  -3.88925  0.177
H  -0.52205  -0.98561  -6.10217  0.280
H  -1.66462  0.04129  -5.26272  0.324
H  -2.03252  -1.71324  -5.69044  0.058
C  0.49864  6.69697  5.40973  -0.561
O  0.81074  5.35116  4.94099  -0.092
C  -0.09609  5.08390  3.93176  -0.202
C  0.24486  3.71427  3.25104  0.219
O  0.86499  2.72065  4.15097  -0.198
C  0.88493  1.39042  3.65566  -0.046
C  1.27297  0.34701  4.72092  -0.786
O  2.56821  0.55064  5.25606  -0.302
C  3.16562  -0.62513  5.93942  -0.857
H  0.28022  7.43722  4.64004  0.148
H  1.32609  7.08886  6.00121  -0.042
H  -0.37257  6.65387  6.06337  0.367
H  0.03768  5.88789  3.20802  -0.288
H  -1.11995  5.01014  4.29834  0.454
H  0.72912  3.95360  2.30431  -0.155
H  -0.73696  3.34865  2.95025  0.265
H  1.54125  1.52087  2.79524  -0.046
H  -0.14637  1.14784  3.39938  0.211
H  1.15300  -0.65263  4.30328  0.377
H  0.50988  0.23203  5.49071  0.520
H  2.88623  -0.59649  6.99261  0.345
H  4.24859  -0.67079  6.05436  0.289
H  3.03020  -1.57732  5.42651  0.295
C  1.32983  0.26307  -2.89380  -0.238
O  2.19804  -0.01677  -3.99962  -0.476
C  3.22801  -0.81187  -3.47068  0.559
C  4.01119  -1.50748  -4.62925  -0.460
O  5.23174  -2.02837  -4.20764  -0.302
C  6.06544  -2.47602  -5.27278  -0.434
C  5.77227  -3.83351  -5.91500  -0.350
O  6.49143  -4.24818  -7.09569  -0.405
C  7.84655  -4.71442  -6.90620  -0.617
H  0.36265  0.64268  -3.22329  0.040
H  1.86134  1.00100  -2.29293  0.377
H  1.09827  -0.52318  -2.17527  0.103
H  2.75214  -1.69077  -3.03574  0.226
H  3.86062  -0.34522  -2.71560  -0.433
H  4.15205  -0.93443  -5.54570  0.357
H  3.39754  -2.34378  -4.96413  -0.014
H  7.08607  -2.53403  -4.89454  0.282
H  6.08156  -1.72639  -6.06391  0.356
H  4.72474  -4.00387  -6.16352  0.221
H  5.96392  -4.63898  -5.20607  0.342
H  7.81153  -5.57967  -6.24421  0.280
H  8.45076  -3.92245  -6.46370  0.280
H  8.10594  -4.95832  -7.93641  0.230

Properties
Gap between HOMO and LUMO (hartree): 0.3372
HOMO level (Eh): -0.319
Net charge: 0
SMILES: CCOC(=O)C(F)(F)F.CCOC(=O)C(F)(F)F.CCOC(=O)C(F)(F)F.CCOC(=O)C(F)(F)F.CCOC(=O)C(F)(F)F.CCOC(=O)C(F)(F)F.COCCOCCOC.COCCOCCOC.COCCOCCOC.COCCOCCOC.COCCOCCOC
E_LUMO (eV): 0.50

---

two) The following is a DFT calculation (the ωB97M-V functional and the def2-TZVPD basis) of 11 unconnected molecules or ions with the total composition C54H100F18O27.

Last column: Mulliken charge in e.
Element x y z (Å)
C  1.26568  -3.58609  -2.91662  -1.292
C  1.38358  -2.38601  -3.84089  0.778
O  0.08734  -2.21562  -4.41274  -0.081
C  -0.13815  -1.27106  -5.29526  0.129
O  0.67743  -0.45079  -5.61794  -0.445
C  -1.59080  -1.21501  -5.80034  0.791
F  -2.31636  -2.18730  -5.28095  -0.202
F  -2.12046  -0.04993  -5.39070  -0.247
F  -1.63516  -1.22328  -7.12445  -0.262
H  2.27489  -3.82223  -2.57392  0.314
H  0.90056  -4.49379  -3.39831  0.491
H  0.58052  -3.39373  -2.09079  -0.048
H  2.11455  -2.62825  -4.62000  0.628
H  1.79798  -1.49575  -3.37541  -0.598
C  -5.48279  1.21000  5.43693  -0.221
C  -5.40252  2.68246  5.73704  -0.363
O  -5.60609  2.81602  7.14872  -0.212
C  -5.64129  4.01084  7.71403  0.325
O  -5.49876  5.05028  7.14942  -0.518
C  -5.85260  3.89104  9.22068  0.855
F  -7.12232  4.25649  9.50046  -0.264
F  -5.65772  2.65131  9.65865  -0.241
F  -5.06560  4.71630  9.90614  -0.244
H  -6.43969  0.73601  5.66445  0.316
H  -4.80462  0.68292  6.11973  0.479
H  -5.14088  0.91902  4.44453  -0.474
H  -6.22401  3.24576  5.29072  0.279
H  -4.46389  3.10151  5.37849  0.236
C  3.78229  0.28682  -7.20741  -0.566
C  5.24698  0.69105  -7.20444  -0.394
O  5.56714  1.17427  -5.89411  -0.012
C  6.74471  1.67139  -5.63238  0.182
O  7.66208  1.69562  -6.40440  -0.580
C  6.90808  2.03182  -4.13798  0.946
F  5.70812  2.23690  -3.60203  -0.237
F  7.46601  0.99717  -3.50832  -0.190
F  7.69634  3.07965  -3.99559  -0.286
H  3.58182  -0.25051  -8.13471  0.497
H  3.12063  1.15342  -7.20517  0.064
H  3.53944  -0.33489  -6.34673  -0.047
H  5.39344  1.47855  -7.94343  0.414
H  5.89576  -0.16698  -7.37689  0.258
C  0.66477  3.59068  0.47123  -0.790
C  1.36386  3.35401  1.77239  0.195
O  1.96256  4.47494  2.41603  -0.378
C  1.27830  5.22550  3.26941  0.348
O  0.27189  4.93340  3.83529  -0.510
C  1.99829  6.54199  3.61689  0.879
F  3.25150  6.60743  3.18004  -0.243
F  1.29663  7.54687  3.08431  -0.255
F  2.03313  6.70171  4.93777  -0.254
H  0.47321  2.62221  -0.00388  -0.146
H  1.31712  4.06589  -0.26503  0.495
H  -0.34292  3.99871  0.56118  0.346
H  2.23138  2.71677  1.58567  0.027
H  0.72922  2.76875  2.44143  0.271
C  10.28468  -3.49696  -4.55800  -1.238
C  8.95299  -3.32584  -5.23848  -0.212
O  7.97096  -2.94835  -4.27603  -0.235
C  6.81771  -2.47066  -4.70475  0.046
O  6.60163  -2.15818  -5.83696  -0.574
C  5.81443  -2.14029  -3.57033  1.190
F  4.64347  -2.67847  -3.92212  -0.233
F  6.23035  -2.57099  -2.39492  -0.245
F  5.65391  -0.81818  -3.54018  -0.134
H  11.04084  -3.86776  -5.24802  0.394
H  10.28677  -4.19713  -3.71708  0.322
H  10.64438  -2.59721  -4.05477  0.312
H  8.65266  -4.22718  -5.77738  0.312
H  8.99698  -2.56206  -6.01818  0.307
C  -5.48022  -6.84588  0.56846  -1.344
C  -5.36356  -5.35467  0.38123  0.185
O  -4.24124  -5.11813  -0.46585  -0.221
C  -4.16156  -4.04801  -1.23032  0.275
O  -4.92099  -3.12843  -1.22624  -0.561
C  -2.85843  -3.95189  -2.02350  1.126
F  -1.98670  -4.93053  -1.76521  -0.297
F  -3.12542  -3.98490  -3.34494  -0.235
F  -2.24441  -2.78890  -1.76904  -0.335
H  -5.65218  -7.37761  -0.36598  0.329
H  -6.11966  -7.16157  1.38777  0.394
H  -4.47201  -7.15959  0.86338  0.325
H  -5.14328  -4.87416  1.33838  -0.075
H  -6.26049  -4.88524  -0.02710  0.385
C  1.98133  -2.63713  0.51962  -0.306
O  2.28620  -1.49838  1.27613  0.069
C  2.25512  -0.24548  0.63031  0.522
C  3.23903  0.00753  -0.50298  0.349
O  4.58644  0.20148  -0.14257  -0.487
C  5.13434  -0.86817  0.60363  0.503
C  6.60155  -0.54282  0.90816  -1.183
O  7.53285  -0.62830  -0.13704  -0.407
C  7.31738  0.28199  -1.19128  -0.259
H  0.93876  -2.57643  0.17154  -0.116
H  2.03565  -3.51012  1.16631  0.426
H  2.61387  -2.74427  -0.36697  -0.010
H  2.45137  0.51264  1.39490  -0.247
H  1.23127  -0.00871  0.31418  -0.364
H  2.84523  0.89182  -1.01177  0.103
H  3.16739  -0.75598  -1.29257  -0.430
H  5.02160  -1.78869  0.01551  0.084
H  4.69713  -1.11273  1.57594  0.133
H  6.93410  -1.07955  1.79658  0.396
H  6.59752  0.50107  1.26279  0.409
H  6.43560  0.02014  -1.77557  -0.309
H  8.13464  0.37645  -1.90817  0.464
H  7.21544  1.29056  -0.77346  0.355
C  2.17267  1.10112  -3.27605  -1.495
O  1.18858  0.46707  -2.48374  1.847
C  -0.07801  1.11844  -2.52902  -0.472
C  -0.97399  0.23234  -1.68177  0.231
O  -0.61896  0.24289  -0.33024  2.056
C  -1.42183  -0.57874  0.49014  -0.584
C  -1.09775  -0.20564  1.91822  -0.402
O  -1.06297  1.19743  2.13488  0.002
C  -2.31811  1.75068  2.45184  -1.045
H  2.22734  2.16370  -3.02833  0.513
H  2.08552  0.91942  -4.35119  -0.130
H  3.16792  0.67583  -3.10945  0.112
H  -0.47135  1.13116  -3.54763  -0.790
H  -0.00524  2.12457  -2.10530  0.439
H  -0.93615  -0.76060  -2.13835  -0.283
H  -1.98155  0.65889  -1.77779  -0.858
H  -1.22256  -1.64747  0.36553  -0.029
H  -2.48011  -0.39306  0.27060  0.343
H  -0.10438  -0.60782  2.12818  -0.404
H  -1.82310  -0.61541  2.62491  0.350
H  -2.85682  1.19651  3.22320  0.302
H  -2.96175  1.83682  1.56748  0.128
H  -2.12824  2.78823  2.73166  0.331
C  -4.79867  -2.33550  4.00784  -0.601
O  -4.33211  -1.79844  2.78864  0.065
C  -5.37736  -1.47375  1.88099  -0.181
C  -6.27393  -0.30768  2.27715  -0.829
O  -5.58778  0.91751  2.12360  0.223
C  -6.49640  2.00497  2.06819  -0.986
C  -5.77694  3.28610  1.80601  -0.161
O  -5.16165  3.84066  2.96142  0.002
C  -4.70169  5.15856  2.70891  -0.856
H  -4.01109  -2.94556  4.45288  0.115
H  -5.68358  -2.97630  3.92946  0.390
H  -5.01643  -1.50499  4.68911  0.033
H  -5.91363  -2.38006  1.59140  0.268
H  -4.83088  -1.10136  1.00937  -0.112
H  -6.64766  -0.47447  3.29400  0.274
H  -7.14764  -0.30510  1.61856  0.519
H  -7.11154  2.02233  2.97456  0.301
H  -7.18180  1.87320  1.22126  0.487
H  -6.46377  4.02764  1.38558  0.521
H  -4.97851  3.07671  1.08171  -0.132
H  -3.85352  5.12803  2.01882  0.196
H  -4.36190  5.58081  3.65232  0.278
H  -5.51881  5.76891  2.31649  0.353
C  0.53008  2.92946  -7.48310  -0.218
O  0.28525  3.99330  -6.57144  -0.514
C  -0.25741  3.59848  -5.34210  0.149
C  -1.75157  3.19271  -5.47667  -0.428
O  -2.29537  3.09639  -4.19793  0.089
C  -3.67418  2.69556  -4.24225  -0.393
C  -4.25677  2.47115  -2.88711  -0.373
O  -4.38189  3.53058  -1.96375  -0.521
C  -3.16887  4.00350  -1.39226  -0.498
H  0.87421  2.01612  -6.98833  -0.159
H  1.24664  3.28349  -8.21729  0.309
H  -0.43428  2.69403  -7.94412  0.288
H  -0.15122  4.35962  -4.56984  0.335
H  0.31428  2.73950  -4.96972  -0.290
H  -1.75907  2.27305  -6.07103  0.115
H  -2.17671  3.96957  -6.12580  0.402
H  -3.76749  1.81519  -4.88432  0.295
H  -4.19901  3.50748  -4.76302  0.363
H  -3.83612  1.60479  -2.36129  -0.092
H  -5.31172  2.25251  -3.08543  0.436
H  -2.66288  3.18873  -0.86210  -0.055
H  -3.39627  4.82164  -0.71282  0.317
H  -2.55123  4.39140  -2.20609  0.504
C  1.94884  -1.33950  4.37397  -0.632
O  0.86288  -2.22004  4.21548  -0.278
C  -0.30598  -1.80393  4.86174  0.262
C  -0.31998  -1.90594  6.40286  -1.228
O  0.17818  -3.10041  6.95349  -0.279
C  -0.46219  -4.25921  6.45695  -0.045
C  -0.07168  -5.45909  7.29532  -0.840
O  1.21674  -5.98267  7.05996  -0.385
C  2.23894  -5.09091  7.43578  -0.527
H  1.78364  -0.36290  3.90571  0.123
H  2.80340  -1.77037  3.85730  0.196
H  2.21997  -1.18966  5.42311  0.465
H  -1.16087  -2.34446  4.45194  0.148
H  -0.52339  -0.74966  4.64114  0.155
H  -1.37992  -1.88105  6.69749  0.477
H  0.15377  -1.01902  6.81686  0.449
H  -0.22153  -4.52685  5.42299  0.152
H  -1.53799  -4.06010  6.55319  0.336
H  -0.82718  -6.22955  7.11818  0.374
H  -0.17443  -5.29672  8.37607  0.402
H  2.54019  -4.27897  6.76490  0.120
H  3.16421  -5.67139  7.48332  0.273
H  2.04808  -4.62678  8.40619  0.287

Properties
Gap between HOMO and LUMO (hartree): 0.3345
HOMO level (Eh): -0.328
Net charge: 0
SMILES: CCOC(=O)C(F)(F)F.CCOC(=O)C(F)(F)F.CCOC(=O)C(F)(F)F.CCOC(=O)C(F)(F)F.CCOC(=O)C(F)(F)F.CCOC(=O)C(F)(F)F.COCCOCCOC.COCCOCCOC.COCCOCCOC.COCCOCCOC.COCCOCCOC
E_LUMO (eV): 0.18

---

Name the most stable of them. two).